1.
Molecular formula: C5H14N2O
Method: DFT, the ωB97M-V functional and the def2-TZVPD basis

```
22
Properties=species:S:1:pos:R:3:forces:R:3:mulliken_spin:R:1
N 0.110233 -0.351394 -0.863711 0.9 -1.3 0.3 -0.355
C 1.269932 0.032671 -1.698429 -1.3 1.3 -0.1 0.208
C 2.127193 0.822696 -0.713713 1.1 -0.1 0.5 0.189
C 1.354782 0.804584 0.634732 1.8 -1.0 -0.6 1.959
C 0.667724 -0.558110 0.514873 -1.9 1.4 -0.7 -0.074
C -0.461179 -0.823643 1.497424 -0.2 -1.0 -0.2 1.834
N -1.443505 0.222291 1.753952 -0.1 0.5 0.4 0.494
H -0.348644 -1.185067 -1.227502 -0.1 0.1 0.1 0.079
H 1.853597 -0.756583 -2.178949 -0.2 -0.3 0.1 0.039
H 0.805800 0.667303 -2.462589 0.6 0.0 -0.3 -0.001
H 2.488625 1.812943 -0.987721 -0.6 0.2 -0.4 -0.261
H 3.092816 0.300798 -0.605320 -0.3 -0.2 0.3 0.039
H 2.097151 0.802361 1.437291 -0.3 0.3 0.3 -0.290
H 0.674992 1.647008 0.659345 -0.2 -0.1 0.4 -0.840
H 1.365666 -1.399492 0.562236 0.3 0.1 0.0 -0.418
H -1.034528 -1.707890 1.168867 0.2 0.1 -0.4 0.021
H -0.009959 -1.222273 2.404013 0.1 0.5 0.5 -0.798
H -1.290565 1.099696 1.266822 0.3 -0.2 -0.3 -0.118
H -1.417681 0.511250 2.732227 0.0 -0.2 0.1 -0.695
H -3.639743 -0.355644 -0.626699 0.4 0.3 0.3 -0.088
H -2.230811 0.350723 -0.670548 -0.1 -0.2 0.3 0.010
O -2.870690 -0.165136 -1.175680 -0.4 -0.2 -0.7 0.063
```
Positions in Å, forces in eV/Å.

Charge   -1
Electronic energy   -383.58537 Eh
Strongest force on any atom   2.4 eV Å⁻¹
Multiplicity   2
Energy relative to the best compared isomer or geometry (same formula, charge and spin)   12.8 kcal/mol

---

2.
Molecular formula: C4H9BF4O6SSi
Method: DFT, the ωB97M-V functional and the def2-TZVPD basis

```
26
Properties=species:S:1:pos:R:3:forces:R:3:mulliken_charge:R:1
O -3.414824 1.260672 -5.209492 0.0 -0.3 -0.3 -0.538
S -2.579438 1.350395 -4.062337 -0.7 0.8 0.0 0.989
O -1.735303 2.492050 -3.888460 0.4 0.0 0.1 -0.541
F -1.620373 0.095658 -4.091976 0.2 -0.3 0.1 -0.207
Si -3.711288 1.203680 -2.162021 -0.2 -0.1 0.3 0.158
B -2.314584 1.587549 -0.741157 0.3 -0.2 0.2 0.616
O -2.146883 2.883349 -0.339362 -0.1 0.0 -0.1 -0.473
O -1.594050 0.578371 -0.167904 0.3 0.5 -0.5 -0.402
H -4.668115 2.312001 -2.305200 0.0 0.0 -0.2 -0.086
H -4.413632 -0.091141 -2.095411 0.1 -0.1 -0.2 -0.103
H -1.468907 3.346285 -0.845389 0.0 0.1 0.2 0.319
H -1.383479 -0.099070 -0.821995 -0.3 -0.5 0.4 0.274
C 3.514015 0.403995 2.146341 -0.1 -0.1 -0.2 -1.088
C 2.647254 -0.457067 3.036960 0.2 0.2 0.2 -0.231
O 1.603405 -1.110851 2.281198 0.0 0.0 0.0 -0.317
C 1.955752 -2.201131 1.622167 0.0 0.1 0.1 0.323
O 3.032455 -2.717658 1.584765 0.0 0.0 0.0 -0.509
C 0.721671 -2.780546 0.896836 0.1 0.0 0.0 0.902
F 0.041991 -1.817397 0.258667 0.0 0.0 0.0 -0.220
F -0.100539 -3.352231 1.784114 0.0 0.0 0.0 -0.258
F 1.088080 -3.694776 0.008615 0.0 0.0 0.0 -0.240
H 2.902610 1.125460 1.604245 0.0 0.0 0.0 0.286
H 4.240686 0.945703 2.750588 0.0 0.0 0.0 0.377
H 4.054016 -0.201283 1.419666 0.0 0.0 0.0 0.317
H 2.118300 0.146424 3.770294 -0.1 0.0 0.0 0.323
H 3.231183 -1.208441 3.566245 0.0 -0.1 -0.1 0.330
```
Positions in Å, forces in eV/Å.

Electronic energy   -1721.33561 Eh
Strongest force on any atom   1.1 eV Å⁻¹
SMILES   O=S(=O)(F)[SiH2]B(O)O.CCOC(=O)C(F)(F)F
Multiplicity   1

---

3.
Molecular formula: H24O12
Method: DFT, the ωB97M-V functional and the def2-TZVPD basis

```
36
Properties=species:S:1:pos:R:3:forces:R:3:mulliken_charge:R:1
O 12.219088 -17.866666 -15.276140 0.0 0.2 -0.1 -0.607
H 12.992363 -18.014548 -15.833549 0.2 -0.1 0.0 0.270
H 12.243500 -16.920366 -15.090698 0.1 -0.1 0.0 0.310
O 11.315720 -18.661885 -21.228564 0.2 -0.2 0.2 -0.644
H 11.544542 -19.516571 -20.813214 -0.3 0.3 -0.3 0.399
H 10.593546 -18.870567 -21.827458 0.0 0.0 0.0 0.289
O 9.301642 -21.057348 -15.302325 0.3 -0.4 0.0 -0.632
H 9.705016 -21.547482 -14.574672 0.0 0.0 0.0 0.312
H 8.541371 -21.585599 -15.570428 -0.1 0.2 0.0 0.297
O 13.626693 -23.112142 -19.433310 0.1 -0.3 -0.3 -0.591
H 13.673104 -23.595716 -20.268054 0.1 0.0 0.1 0.276
H 14.046435 -23.695678 -18.793201 0.0 0.1 0.0 0.274
O 11.676932 -21.155275 -20.062589 0.3 -0.4 0.0 -0.595
H 10.985282 -21.665829 -19.598401 0.4 0.2 -0.1 0.252
H 12.450377 -21.747244 -20.094163 -0.4 0.2 0.2 0.328
O 10.459604 -22.656470 -18.027663 -0.1 -0.3 0.2 -0.583
H 10.449130 -22.490629 -17.076205 0.1 0.2 0.0 0.285
H 10.619304 -23.600581 -18.125946 0.0 0.0 0.0 0.248
O 9.383485 -18.238517 -14.579760 0.2 0.0 -0.1 -0.669
H 9.684485 -19.160335 -14.621397 -0.1 0.3 0.0 0.330
H 10.177817 -17.703011 -14.719774 -0.1 -0.4 0.2 0.350
O 9.045477 -18.005953 -17.409876 0.4 0.0 0.1 -0.625
H 8.137357 -17.833867 -17.144191 0.0 0.0 0.0 0.310
H 9.467394 -18.273523 -16.571121 -0.5 0.2 -0.3 0.346
O 12.633152 -20.161374 -17.542243 0.1 0.1 -0.1 -0.532
H 12.471125 -20.398825 -18.473719 -0.2 -0.1 0.1 0.347
H 11.997980 -19.458492 -17.363380 -0.1 0.0 0.1 0.210
O 13.466254 -22.039110 -15.541320 -0.2 -0.1 -0.1 -0.622
H 14.023889 -22.719298 -15.927862 0.0 0.1 0.0 0.287
H 13.138228 -21.512567 -16.291178 0.1 0.1 0.1 0.350
O 8.727753 -20.418034 -19.000312 0.2 0.0 -0.3 -0.594
H 9.424415 -20.872651 -18.519942 -0.1 -0.1 0.1 0.278
H 9.069367 -19.516930 -19.084358 -0.2 0.1 0.2 0.326
O 15.193168 -18.599165 -17.413088 -0.1 0.0 0.1 -0.658
H 14.577008 -19.343593 -17.475907 -0.1 0.1 0.0 0.359
H 15.137244 -18.162067 -18.268559 0.0 0.0 0.0 0.319
```
Positions in Å, forces in eV/Å.

Electronic energy   -917.28085 Eh
Strongest force on any atom   0.6 eV Å⁻¹
SMILES   O.O.O.O.O.O.O.O.O.O.O.O
Multiplicity   1
Energy relative to the best compared isomer or geometry (same formula, charge and spin)   27.9 kcal/mol

---

4.
Molecular formula: CH3F2N4
Method: DFT, the ωB97M-V functional and the def2-TZVPD basis

```
10
Properties=species:S:1:pos:R:3:forces:R:3:mulliken_charge:R:1
C 0.470468 -0.031041 -0.410430 -2.2 0.3 -1.2 0.021
N 2.810998 0.387438 -0.087369 1.0 1.5 0.4 -0.447
N -0.393508 -0.317548 0.599090 1.8 -0.6 1.1 -0.352
N 1.703707 0.048055 -0.238372 0.3 -0.9 0.3 0.636
N -1.591359 -0.071751 0.583158 -3.0 1.0 -1.9 0.499
F -2.005734 1.281945 0.162830 0.7 -1.2 0.5 -0.166
F -2.546508 -0.809197 -0.494658 1.5 0.6 1.1 -0.279
H 0.112080 0.081703 -1.441822 0.2 0.0 0.1 0.385
H 3.592712 -0.281857 -0.095687 -0.4 -0.7 -0.2 0.350
H -2.152853 -0.287746 1.423260 0.2 0.1 -0.3 0.352
```
Positions in Å, forces in eV/Å.

Charge   +1
Electronic energy   -458.09258 Eh
Strongest force on any atom   3.7 eV Å⁻¹
Multiplicity   1
Energy relative to the best compared isomer or geometry (same formula, charge and spin)   43.6 kcal/mol